The following is a quantum chemistry calculation of a single C23H22N2O4 molecule, from the Open Molecules 2025 dataset.

Values from the calculation:
- E_HOMO (eV) = -8.548
- max |F| (eV/A) = 0.76
- SMILES string = O=C(COC(=O)c1cc(-c2ccccc2)nc2ccccc12)NC[C@H]1CCCO1
- electronic energy (eV) = -35379.4992
- energy above the lowest of the compared OMol25 structures with the same formula, charge and spin (kJ/mol) = 69.58

The geometry in XYZ format:
```
51
C23H22N2O4 | the Open Molecules 2025 dataset | ωB97M-V with the def2-TZVPD basis set
O -2.758 -4.243 -0.986
C -1.948 -3.531 -0.435
N -2.259 -2.466 0.322
H -1.515 -1.876 0.667
C -3.588 -1.914 0.403
H -4.254 -2.560 -0.171
H -3.908 -1.894 1.451
C -3.594 -0.485 -0.162
H -3.252 -0.519 -1.204
C -4.969 0.196 -0.024
H -5.452 0.326 -0.989
H -5.618 -0.408 0.610
C -4.643 1.529 0.654
H -5.436 1.878 1.310
C -3.363 1.183 1.411
H -2.722 2.040 1.619
O -2.654 0.317 0.547
H -3.599 0.672 2.356
H -4.435 2.295 -0.094
C -0.447 -3.818 -0.501
H -0.190 -4.204 -1.492
H -0.197 -4.593 0.234
O 0.290 -2.633 -0.226
C 1.591 -2.630 -0.569
O 2.150 -3.589 -1.034
C 2.196 -1.297 -0.308
C 1.424 -0.169 -0.451
C 2.000 1.108 -0.254
N 3.265 1.250 0.071
C 4.043 0.169 0.234
C 5.392 0.375 0.595
C 6.229 -0.690 0.769
C 5.758 -2.000 0.592
C 4.455 -2.235 0.244
C 3.566 -1.162 0.051
H 4.101 -3.244 0.102
H 6.435 -2.829 0.735
H 7.262 -0.532 1.045
H 5.727 1.392 0.729
C 1.223 2.342 -0.434
C 1.905 3.530 -0.699
C 1.215 4.711 -0.887
C -0.168 4.727 -0.809
C -0.853 3.555 -0.535
C -0.168 2.368 -0.347
H -0.724 1.473 -0.112
H -1.931 3.564 -0.467
H -0.711 5.649 -0.958
H 1.755 5.624 -1.096
H 2.982 3.501 -0.757
H 0.392 -0.257 -0.751
```

These are the Löwdin partial charges, in e, on atoms 1 to 5: atom 1 (O): 0.0714, atom 2 (C): -0.4699, atom 3 (N): 0.0833, atom 4 (H): 0.1350, atom 5 (C): -0.1131